No. 1
Entry from the OMol25 dataset: a cluster of 3 separate species, C28H56F2N8O2P2Si in total (ωB97M-V/def2-TZVPD).

CARTESIAN COORDINATES (ANGSTROEM)
C: -4.4956 -1.9934 -0.2682
C: -3.5743 -1.9153 0.9829
C: -4.4781 -2.0941 2.1240
N: -5.2277 -2.2401 2.9784
C: -2.9162 -0.5251 0.9886
C: -3.9033 0.5480 0.8255
N: -4.7846 1.2796 0.7726
C: -2.5391 -3.0813 0.8723
F: -3.1495 -4.1839 1.4288
F: -2.3745 -3.4020 -0.4353
C: -1.1962 -2.8791 1.5822
C: 0.0298 -3.0526 0.6615
Si: 0.5171 -1.5192 -0.3371
C: 0.4234 0.0984 0.6263
C: 2.3189 -1.7769 -0.8262
C: -0.4700 -1.4481 -1.9350
C: -1.2409 -0.3600 -2.3336
C: -1.9797 -0.3626 -3.5084
C: -1.9558 -1.4916 -4.3073
C: -1.1874 -2.5910 -3.9560
C: -0.4597 -2.5607 -2.7804
H: -5.3781 -1.3730 -0.1302
H: -4.8243 -3.0115 -0.4575
H: -3.9636 -1.6131 -1.1401
H: -2.1783 -0.4171 0.1968
H: -2.4531 -0.3334 1.9587
H: -1.1378 -3.6931 2.3061
H: -1.1395 -1.9586 2.1586
H: 0.8669 -3.2380 1.3437
H: -0.0633 -3.9524 0.0556
H: -0.2644 0.8241 0.1931
H: 1.4074 0.5682 0.5690
H: 0.2192 -0.0516 1.6890
H: 2.9669 -1.4179 -0.0216
H: 2.5590 -1.1698 -1.6999
H: 2.5524 -2.8298 -0.9849
H: -1.2734 0.5163 -1.6946
H: -2.5691 0.5122 -3.7463
H: -2.5422 -1.5140 -5.2179
H: -1.1499 -3.4907 -4.5553
H: 0.1374 -3.4197 -2.4912
C: 2.5141 0.4213 7.5116
N: 1.6289 0.8142 6.4407
C: 2.1480 1.9045 5.6340
P: 0.1981 0.0590 5.9652
O: 0.3501 -0.0320 4.4743
N: 0.1959 -1.6310 6.3524
C: 1.4620 -2.3226 6.5090
C: -0.7407 -2.3761 5.5246
N: -0.6667 0.4741 7.3971
C: -1.0425 1.9079 7.4257
C: -1.8789 -0.3088 7.7142
H: 1.9684 -0.0296 8.3410
H: 3.0265 1.2973 7.9200
H: 3.2806 -0.2809 7.1666
H: 2.2151 2.8209 6.2324
H: 1.4943 2.1126 4.7901
H: 3.1422 1.6768 5.2343
H: 2.1506 -2.1490 5.6697
H: 1.2829 -3.3968 6.5823
H: 1.9541 -2.0426 7.4382
H: -0.3562 -2.5651 4.5149
H: -1.6877 -1.8421 5.4222
H: -0.9601 -3.3328 6.0049
H: -0.1561 2.5352 7.3312
H: -1.5059 2.1476 8.3814
H: -1.7402 2.1731 6.6259
H: -1.6091 -1.3174 8.0124
H: -2.5841 -0.3596 6.8806
H: -2.3890 0.1491 8.5612
C: 3.8494 3.3226 -6.0945
N: 3.1961 2.1088 -5.6669
C: 4.1158 1.1096 -5.1540
P: 1.5367 1.8113 -5.5589
O: 1.3700 1.2829 -4.1655
N: 0.6387 3.2936 -5.3195
C: 1.2951 4.4693 -4.7772
C: -0.6343 3.0715 -4.6447
N: 1.2642 1.9189 -7.2663
C: 1.7604 0.7212 -7.9871
C: -0.1190 2.1605 -7.7238
H: 3.2730 3.8436 -6.8587
H: 4.8200 3.0921 -6.5445
H: 4.0258 4.0045 -5.2557
H: 4.7753 0.7521 -5.9542
H: 3.5787 0.2473 -4.7639
H: 4.7370 1.5067 -4.3436
H: 1.8611 4.2570 -3.8583
H: 0.5468 5.2288 -4.5443
H: 1.9599 4.9270 -5.5077
H: -0.5142 2.9456 -3.5616
H: -1.1288 2.1758 -5.0267
H: -1.3064 3.9140 -4.8301
H: 2.8221 0.5717 -7.7891
H: 1.6507 0.8650 -9.0610
H: 1.2247 -0.1894 -7.7027
H: -0.4250 3.1730 -7.4812
H: -0.8382 1.4576 -7.2940
H: -0.1591 2.0648 -8.8091

Its SMILES is C[C@](C#N)(CC#N)C(F)(F)CC[Si](C)(C)c1ccccc1.CN(C)P(=O)(N(C)C)N(C)C.CN(C)P(=O)(N(C)C)N(C)C. For the orbital gap, the calculation gives 8.58 eV. The calculated total energy comes out at -2860.94233 Ha. Its max |F| is 6.2 eV/A. The calculation puts the HOMO energy at -0.2991 Ha.

No. 2
Entry from the OMol25 dataset: a cluster of 9 separate species, C28H56O21S4 in total (ωB97M-V/def2-TZVPD).

CARTESIAN COORDINATES (ANGSTROEM)
O: -5.7628 5.1722 -3.0437
S: -4.9825 4.4840 -4.1095
O: -5.3993 4.6399 -5.5039
O: -3.3241 4.6608 -3.9229
C: -2.6273 3.5936 -4.4226
C: -3.5150 2.4576 -3.9226
O: -4.8221 2.8403 -3.6874
H: -2.8685 3.7082 -5.4794
H: -1.5871 3.7170 -4.1214
H: -3.1703 2.2352 -2.9127
H: -3.5562 1.5125 -4.4641
O: -6.6001 5.9531 4.2246
S: -7.0964 5.2538 3.0510
O: -6.2308 4.3539 2.2609
O: -8.3825 4.2951 3.5556
C: -9.5310 4.4716 2.6787
C: -9.0544 5.3563 1.4686
O: -8.0259 6.2205 2.0434
H: -9.9802 3.5670 2.2688
H: -10.3358 4.9399 3.2453
H: -9.8410 6.0019 1.0780
H: -8.4937 4.7297 0.7751
O: -0.8227 -7.5162 1.5567
S: -0.1963 -6.5080 2.3920
O: 0.8929 -5.6905 1.8279
O: -1.2451 -5.6224 3.2764
C: -0.6111 -5.0948 4.4046
C: 0.4154 -6.1985 4.8428
O: 0.4118 -7.1878 3.8061
H: 0.1576 -4.3887 4.0906
H: -1.3298 -4.6909 5.1177
H: 0.1548 -6.6426 5.8035
H: 1.4007 -5.7549 4.9860
O: -0.7987 -3.4737 -5.3036
S: 0.0710 -4.5134 -4.6538
O: -0.2907 -5.1226 -3.3790
O: 0.4358 -5.6117 -5.8496
C: 1.7985 -5.7770 -6.0819
C: 2.3693 -4.3900 -5.7494
O: 1.6405 -3.8971 -4.6276
H: 2.2261 -6.5339 -5.4244
H: 1.9793 -6.0461 -7.1226
H: 2.3345 -3.6565 -6.5549
H: 3.3746 -4.4210 -5.3293
C: 5.9341 -1.1533 3.6172
C: 5.5092 -1.5713 4.9539
C: 5.1867 -0.2127 5.7007
O: 5.6037 0.8076 4.7904
C: 5.4412 0.2586 3.5025
H: 5.3665 -1.7351 2.8911
H: 6.9879 -1.2001 3.3423
H: 6.3166 -1.9814 5.5606
H: 4.6576 -2.2458 4.8644
H: 5.5233 -0.1753 6.7368
H: 4.1268 0.0251 5.6106
H: 5.9789 0.8964 2.8010
H: 4.4302 0.3267 3.1009
C: 2.7503 4.7285 3.0529
C: 1.8113 5.7983 2.4580
C: 2.6927 6.2424 1.2887
O: 4.0122 6.3003 1.8597
C: 4.0848 5.5088 2.9970
H: 2.8513 3.8805 2.3756
H: 2.4131 4.5219 4.0687
H: 1.4729 6.6710 3.0165
H: 0.8487 5.3755 2.1705
H: 2.3317 7.0422 0.6420
H: 2.6395 5.4717 0.5197
H: 4.3875 6.0756 3.8774
H: 4.9445 4.8629 2.8183
C: -1.1546 -0.1477 0.2639
C: -0.3303 -0.3609 -1.0318
C: 0.5579 0.9284 -0.9671
O: -0.3145 1.8885 -0.5154
C: -0.9944 1.3447 0.5840
H: -0.7432 -0.8225 1.0146
H: -2.2035 -0.3467 0.0441
H: -0.9021 -0.3007 -1.9578
H: 0.2983 -1.2392 -0.8848
H: 0.8737 1.1395 -1.9888
H: 1.5147 1.0441 -0.4581
H: -2.0322 1.6325 0.7520
H: -0.4241 1.5357 1.4930
C: 7.8547 1.0635 -2.0908
C: 6.3668 1.0425 -2.3229
C: 6.2031 -0.2731 -3.0107
O: 7.3569 -0.5839 -3.7738
C: 8.3324 0.3805 -3.3105
H: 8.1517 0.5215 -1.1929
H: 8.3312 2.0432 -2.0554
H: 6.1347 1.9296 -2.9122
H: 5.9304 1.2257 -1.3410
H: 5.4375 -0.0733 -3.7604
H: 6.0270 -1.0714 -2.2898
H: 8.4354 1.0108 -4.1937
H: 9.2935 -0.0911 -3.1054
C: -5.7053 -4.7986 -1.7343
C: -5.2812 -4.7116 -0.3059
C: -6.3020 -3.6528 0.2945
O: -6.4673 -2.7962 -0.8560
C: -5.9614 -3.3816 -2.1170
H: -6.5756 -5.4235 -1.9347
H: -4.9606 -5.1397 -2.4534
H: -4.3213 -4.1986 -0.2466
H: -5.3589 -5.6459 0.2501
H: -5.8840 -3.0487 1.0997
H: -7.0900 -4.2796 0.7121
H: -4.9771 -3.0157 -2.4091
H: -6.6008 -3.2725 -2.9930

Its SMILES is O=S1(=O)OCCO1.O=S1(=O)OCCO1.O=S1(=O)OCCO1.O=S1(=O)OCCO1.C1CCOC1.C1CCOC1.C1CCOC1.C1CCOC1.C1CCOC1. For the orbital gap, the calculation gives 9.27 eV. The calculated total energy comes out at -4272.83773 Ha. The calculation puts the energy above the lowest of the compared OMol25 structures with the same formula, charge and spin at 153.0 kcal/mol. Its max |F| is 5.2 eV/A. The calculation puts the HOMO energy at -0.3384 Ha.

What is the formula in the first record? C28H56F2N8O2P2Si